[1]
The following is a quantum chemistry calculation of an isolated molecule of C4H5NO2, from the OMol25 dataset.

```
12
Properties=species:S:1:pos:R:3
O -1.15 1.68 2.28
C -0.96 0.99 1.32
C 0.42 0.44 0.68
C 0.33 -1.03 0.51
N -0.23 -0.17 -0.49
C 0.22 -0.06 -1.80
O 1.06 -0.77 -2.28
H -1.49 0.47 0.35
H 1.39 0.92 0.50
H -0.42 -1.55 1.12
H 1.17 -1.64 0.18
H -0.34 0.72 -2.36
```

**Energy relative to the best compared isomer or geometry (same formula, charge and spin)**: 81.12 kcal/mol
**SMILES**: O=C[C@H]1CN1C=O
**Energy**: -9810.797 eV
**Gap between HOMO and LUMO**: 10.42 eV

Here are the Mulliken charges for atoms 1 to 8, given in e: -0.46, 0.01, -0.12, -0.41, -0.20, 0.03, -0.48, 0.38

[2]
The following is a quantum chemistry calculation of an isolated molecule of C4H5NO2, from the OMol25 dataset.

```
12
Properties=species:S:1:pos:R:3
O 1.79 -1.69 -0.72
C 1.03 -0.90 -0.23
C 0.46 0.33 -0.90
C -0.97 0.57 -0.42
N -1.05 0.59 1.04
C -0.27 -0.20 1.64
O 0.63 -1.08 1.07
H 1.09 1.18 -0.61
H 0.53 0.20 -1.98
H -1.64 -0.22 -0.78
H -1.35 1.52 -0.81
H -0.26 -0.29 2.72
```

**Energy relative to the best compared isomer or geometry (same formula, charge and spin)**: 8.82 kcal/mol
**SMILES**: O=C1CCN=CO1
**Energy**: -9813.932 eV
**Gap between HOMO and LUMO**: 11.44 eV

Here are the Mulliken charges for atoms 1 to 8, given in e: -0.52, 0.58, -0.48, -0.40, -0.45, 0.07, -0.36, 0.26

[3]
The following is a quantum chemistry calculation of an isolated molecule of C4H5NO2, from the OMol25 dataset.

```
12
Properties=species:S:1:pos:R:3
O 2.31 -1.32 0.23
C 1.28 -0.73 0.06
C -0.18 -0.55 0.97
C -0.83 0.75 0.48
N -1.07 0.47 -0.93
C -0.01 0.29 -1.58
O 1.24 0.27 -1.03
H -0.98 -1.32 0.92
H 0.24 -0.54 1.97
H -0.13 1.59 0.62
H -1.79 1.06 0.93
H -0.08 0.04 -2.64
```

**Energy relative to the best compared isomer or geometry (same formula, charge and spin)**: 36.44 kcal/mol
**SMILES**: O=C1CCN=CO1
**Energy**: -9812.735 eV
**Gap between HOMO and LUMO**: 11.35 eV

Here are the Mulliken charges for atoms 1 to 8, given in e: -0.45, 0.52, -0.60, -0.32, -0.47, 0.05, -0.34, 0.28

> The highest energy belongs to which entry?

number 1

> Which of these has the highest energy relative to the best compared isomer or geometry (same formula, charge and spin)?

number 1